1.
C12H20NO15S | the ωB97M-V functional and the def2-TZVPD basis

- multiplicity = 1
- orbital gap (hartree) = 0.29564
- relative energy (zero: lowest compared OMol25 entry of this formula, charge and spin) (kcal/mol) = 31.99
- total charge = -1
- highest occupied orbital energy (Ha) = -0.210

Geometry (Å):
N: 24.486000 7.239000 39.684000
O: 25.095000 6.189000 39.624000
O: 24.411000 7.921000 38.640000
O: 23.620000 7.372000 40.610000
O: 24.443000 13.504000 36.701000
S: 25.282000 12.448000 37.275000
O: 25.925000 11.570000 36.333000
O: 26.597000 13.146000 38.128000
C: 27.722000 13.405000 37.339000
C: 28.664000 14.140000 38.323000
C: 24.438000 11.555000 38.373000
H: 27.504000 13.959000 36.338000
H: 28.116000 12.455000 37.144000
H: 29.495000 14.317000 37.618000
H: 28.895000 13.595000 39.234000
H: 28.582000 15.296000 38.569000
H: 23.990000 12.151000 39.321000
H: 24.925000 10.578000 38.687000
H: 23.398000 11.107000 38.034000
C: 27.250000 3.618000 38.187000
C: 28.234000 3.608000 36.932000
O: 27.949000 2.241000 36.471000
C: 26.987000 1.705000 37.192000
O: 26.488000 0.601000 37.010000
O: 26.628000 2.404000 38.195000
H: 26.602000 4.415000 38.206000
H: 27.991000 3.570000 39.091000
H: 29.242000 3.646000 37.257000
H: 27.919000 4.427000 36.176000
C: 20.369000 9.172000 43.736000
C: 20.684000 9.178000 42.253000
O: 21.608000 10.351000 42.088000
C: 21.917000 10.702000 43.257000
O: 22.712000 11.716000 43.427000
O: 21.401000 10.076000 44.271000
H: 20.533000 8.288000 44.360000
H: 19.371000 9.485000 43.967000
H: 19.708000 9.336000 41.677000
H: 21.250000 8.469000 41.725000
C: 28.251000 8.757000 38.926000
C: 27.479000 7.678000 37.909000
O: 28.444000 7.395000 36.926000
C: 29.527000 8.065000 37.147000
O: 30.563000 7.970000 36.440000
O: 29.448000 8.835000 38.277000
H: 28.334000 8.272000 39.823000
H: 27.662000 9.785000 38.833000
H: 26.732000 8.099000 37.328000
H: 27.267000 6.997000 38.587000

Cartesian forces (eV/Å) of the 6 atoms listed first:
-4.4368 -1.3432 -0.8736
2.5465 -1.4128 0.6939
0.6896 1.7972 0.3025
1.2486 1.1512 -0.0655
1.2343 -1.2017 1.4377
1.9510 3.1179 -3.4600


2.
C22H23BrN5O3S2Tl | the ωB97M-V functional and the def2-TZVPD basis

- multiplicity = 1
- orbital gap (hartree) = 0.16710
- relative energy (zero: lowest compared OMol25 entry of this formula, charge and spin) (kcal/mol) = 1.58
- total charge = +2
- highest occupied orbital energy (Ha) = -0.481

Geometry (Å):
Tl: -1.677173 0.014466 -1.113615
O: -1.044623 -2.068630 0.081110
C: -1.357973 -2.245636 1.474822
C: -2.650058 -3.013840 1.675449
C: -3.834576 -2.396416 0.924843
C: -4.154681 -1.001240 1.381687
C: -5.064697 -0.777900 2.409686
C: -5.326016 0.514641 2.827324
C: -4.664166 1.565823 2.209337
C: -3.767843 1.265194 1.203838
N: -3.512391 0.017872 0.792228
H: -0.712990 -2.896620 -0.281845
H: -1.436013 -1.236652 1.880660
H: -0.527654 -2.741144 1.979971
H: -2.859249 -3.060418 2.747556
H: -2.520246 -4.045323 1.337721
H: -4.712844 -3.028180 1.062978
H: -3.612561 -2.380676 -0.141629
H: -5.568068 -1.619935 2.866229
H: -6.037835 0.701160 3.620358
H: -4.836909 2.592957 2.496366
H: -3.226695 2.059424 0.698537
N: 6.050029 2.235228 4.543140
C: 5.561476 1.867370 3.347111
C: 4.219015 2.149085 3.003437
C: 3.722398 1.775116 1.785616
C: 4.552821 1.107649 0.872042
C: 5.886880 0.822672 1.194758
C: 6.383123 1.193421 2.414993
S: 3.933995 0.664178 -0.656205
O: 2.551857 0.322941 -0.630842
O: 4.876686 -0.153014 -1.375579
N: 3.955204 2.219925 -1.389155
C: 4.693165 2.499537 -2.360082
S: 5.785225 1.314277 -3.292787
C: 6.265340 2.560039 -4.217307
C: 5.579940 3.816635 -3.906256
N: 4.765558 3.771201 -2.922125
H: 5.472511 2.699090 5.221540
H: 6.995097 2.020841 4.807856
H: 3.584529 2.660440 3.715340
H: 2.693527 1.985812 1.526184
H: 6.511286 0.288790 0.491215
H: 7.406760 0.961255 2.677973
H: 6.973252 2.433922 -5.027863
H: 5.764376 4.732483 -4.452393
Br: -3.582931 -4.099283 -5.413344
C: -4.151347 -2.813553 -4.168151
C: -5.493286 -2.504687 -4.018343
C: -5.846950 -1.547266 -3.080689
C: -4.852923 -0.944100 -2.331401
N: -3.560489 -1.245432 -2.478346
C: -3.215364 -2.159723 -3.383639
H: -6.241122 -3.000256 -4.622099
H: -6.881751 -1.272339 -2.933308
H: -5.092363 -0.197330 -1.583499
H: -2.160263 -2.383852 -3.491405

Cartesian forces (eV/Å) of the 6 atoms listed first:
-0.0791 0.4092 -0.2073
0.1492 -0.3643 0.1467
-0.0357 0.0062 0.1929
0.0157 -0.0112 -0.0348
-0.0594 -0.0131 -0.0129
-0.0109 0.0106 0.0531


> Which of these has the lowest relative energy (zero: lowest compared OMol25 entry of this formula, charge and spin)?

C22H23BrN5O3S2Tl


> What is the formula in the first record?

C12H20NO15S